Record 1
Computed, not measured: a cluster of 8 separate species, C5H24N3O7 in total in a non-equilibrium geometry, with ωB97M-V with the def2-TZVPD basis set.

Values from the calculation:
LUMO	-2.612	eV
strongest force on any atom	2.57	eV/Å
charge	+1
HOMO-LUMO gap	9.406	eV
electronic energy	-24371.545	eV

Positions of all 39 atoms, in Å:
O -0.050 2.425 2.853
O -2.697 1.967 1.453
O 2.880 -3.076 -0.819
O -1.686 0.229 3.503
O -2.728 -0.272 -0.255
O -1.388 2.089 -1.730
O -1.395 -2.416 -1.234
N 2.834 0.767 -3.188
N 0.618 -1.817 0.337
N 0.457 -0.528 2.044
C 2.452 0.469 -1.839
C 0.923 0.245 0.993
C 0.903 -0.541 -0.115
C 0.428 -1.790 1.650
C 1.050 -0.186 -1.543
H -2.723 2.593 0.727
H -3.519 1.704 1.797
H -0.838 1.549 -2.294
H -1.871 -1.914 -1.894
H 0.959 -1.021 -2.221
H -2.606 0.474 -0.875
H 0.280 0.542 -1.704
H 0.244 2.752 3.705
H 0.641 -2.646 -0.235
H 2.641 0.013 -3.829
H -0.998 2.550 2.764
H -1.892 0.700 2.694
H -2.328 -0.337 3.931
H 0.889 1.305 1.191
H 2.583 -3.802 -1.366
H 3.158 -0.263 -1.433
H -1.669 -2.131 -0.361
H 0.150 -0.160 2.951
H 2.413 1.596 -3.585
H -2.443 0.347 0.455
H 2.511 1.402 -1.274
H -1.999 2.468 -2.376
H 0.149 -2.589 2.315
H 3.669 -2.696 -1.193

***

Record 2
Computed, not measured: a structure of composition C29H34BBrN10O2Zr in a non-equilibrium geometry, with ωB97M-V with the def2-TZVPD basis set.

Values from the calculation:
LUMO (spin up / spin down)	-8.705 / -11.791	eV
strongest force on any atom	1.03	eV/Å
charge	+3
spin multiplicity	2
HOMO-LUMO gap (spin up / spin down)	7.060 / 3.974	eV
electronic energy	-121601.296	eV

Positions of all 78 atoms, in Å:
Zr -0.018 1.369 -0.162
Br -2.079 3.941 -3.697
O -1.110 2.875 -1.016
O 1.003 3.150 -0.534
N 1.644 0.082 0.368
N 1.380 -1.034 1.137
N 0.151 0.446 2.713
N -1.178 -1.078 1.195
N 0.688 -3.136 3.135
N 0.037 -2.036 3.169
N 0.071 -1.834 -3.284
N 0.077 0.298 -2.080
N -0.180 1.563 1.992
N -1.556 -0.069 0.347
C -0.239 -4.646 -2.857
C -0.858 -1.986 4.292
C -0.713 -3.121 4.987
C 0.106 7.364 -3.030
C 1.285 -2.698 -3.300
C -2.820 -0.307 -0.051
C 0.838 -5.172 4.567
C -0.807 6.426 -3.505
C -3.263 -1.488 0.543
C -0.046 3.612 -1.145
C 0.278 -3.865 4.259
C -0.404 4.013 2.381
C 0.969 7.059 -1.986
C -0.877 5.178 -2.928
C 0.350 2.190 4.071
C 0.491 0.828 3.957
C 2.858 -0.094 -0.203
C -1.181 -2.495 -3.750
C 1.034 -3.913 -2.421
C -2.212 -1.932 1.315
C 3.462 0.945 -1.085
C -3.538 0.624 -0.973
C 2.424 -1.872 1.033
C -0.074 2.627 2.818
C 0.051 -0.735 -2.632
C -1.452 -3.711 -2.877
C 3.374 -1.318 0.198
C 0.917 5.807 -1.416
C -0.016 4.857 -1.864
B 0.122 -0.954 2.051
H 4.328 -1.745 -0.072
H 1.435 -2.995 -4.338
H -3.578 1.627 -0.551
H 1.425 -5.581 3.749
H 0.046 -5.861 4.878
H 2.144 -2.109 -2.983
H -1.004 -2.793 -4.783
H -4.228 -1.956 0.429
H -0.090 -5.066 -3.857
H 3.711 1.835 -0.508
H 1.580 5.546 -0.601
H 0.147 8.340 -3.496
H -1.055 4.485 3.116
H 0.940 -3.586 -1.378
H 0.498 4.621 2.307
H -3.042 0.689 -1.942
H -4.558 0.285 -1.130
H -1.461 6.671 -4.329
H 1.675 7.792 -1.624
H 0.829 0.117 4.698
H -1.505 -1.135 4.446
H 1.900 -4.574 -2.483
H 1.486 -5.078 5.455
H -0.926 4.023 1.428
H -1.693 -3.378 -1.860
H 2.430 -2.808 1.563
H 0.529 2.796 4.945
H -2.144 -2.824 1.922
H -0.429 -5.489 -2.193
H 2.783 1.243 -1.884
H -2.329 -4.229 -3.267
H 4.376 0.572 -1.541
H -1.991 -1.770 -3.737
H -1.218 -3.429 5.889

***

Record 3
Computed, not measured: a structure of composition C16H31IrNP2S in a non-equilibrium geometry, with ωB97M-V with the def2-TZVPD basis set.

Values from the calculation:
LUMO (spin up / spin down)	-5.518 / -9.274	eV
strongest force on any atom	5.22	eV/Å
charge	+2
spin multiplicity	6
HOMO-LUMO gap (spin up / spin down)	7.979 / 4.587	eV
electronic energy	-50812.005	eV

Positions of all 52 atoms, in Å:
Ir 0.393 -2.580 1.237
S -0.136 -0.544 5.338
P 0.305 1.122 -1.838
P 0.002 -2.516 -0.793
N 0.206 -1.596 2.798
C 0.594 1.504 -0.029
C 0.999 2.394 2.245
C -1.322 -3.769 -0.700
C -0.779 0.922 0.016
C 1.079 -4.320 1.829
C -0.498 -1.579 -2.265
C -2.041 2.796 1.105
C -1.476 2.861 2.504
C 1.708 2.144 -2.448
C 1.690 -3.088 -1.212
C -0.208 3.001 2.910
C 0.057 -1.118 3.887
C 1.209 2.633 0.752
C -2.052 1.347 0.651
C -1.193 1.926 -2.517
C 0.468 -0.439 -2.711
H -0.746 -0.209 0.170
H 2.290 2.550 0.584
H -2.047 1.237 -2.443
H -1.190 -4.530 -1.467
H -2.250 2.688 3.272
H -1.517 -1.165 -2.128
H -2.286 -3.262 -0.814
H -1.009 2.159 -3.573
H 2.170 -2.343 -1.844
H 0.230 -0.162 -3.763
H 1.253 -4.977 0.962
H 1.531 2.434 -3.494
H -1.261 -4.193 0.311
H -3.095 3.128 1.118
H 0.041 3.492 3.854
H 1.028 1.300 2.418
H -0.544 -2.288 -3.120
H -2.849 1.105 -0.057
H -2.206 0.699 1.532
H 1.631 -4.050 -1.714
H 1.529 -0.755 -2.704
H 0.901 3.630 0.430
H 1.323 0.651 0.071
H 1.887 2.766 2.763
H 2.002 -4.068 2.388
H 2.660 1.595 -2.403
H -1.400 2.850 -1.962
H 1.797 3.048 -1.828
H 2.233 -3.156 -0.259
H 0.267 -4.656 2.512
H -1.380 3.379 0.430

***

Record 4
Computed, not measured: a structure of composition C41H46N3O4PPtS3SiTe, with ωB97M-V with the def2-TZVPD basis set.

Values from the calculation:
LUMO	-0.972	eV
strongest force on any atom	0.75	eV/Å
charge	0
HOMO-LUMO gap	5.805	eV
electronic energy	-116141.336	eV

Positions of all 101 atoms, in Å:
Pt 0.296 1.117 0.165
Te 2.335 -2.798 -2.991
S -1.111 0.605 7.015
S 7.074 -0.061 -1.660
S 0.095 0.327 -2.908
P 0.832 -2.715 -1.142
Si -0.704 3.877 0.550
O 0.040 -1.480 -0.887
O -0.233 -3.924 -1.225
O 1.651 -3.004 0.230
O 0.172 1.480 -1.884
N -1.352 2.273 0.362
N 2.241 0.373 0.134
N 0.487 0.746 2.094
C -2.665 0.797 5.006
C 4.019 -0.049 1.697
C -1.927 5.292 0.489
C 0.531 4.296 -0.797
C 1.745 0.394 2.455
C -5.733 -1.256 -3.216
C 5.015 -0.071 -3.157
C 4.469 0.018 -0.670
C -2.618 1.729 0.481
C -2.789 0.333 0.594
C -5.040 1.932 0.666
C -1.089 -5.696 -2.579
C -4.045 -0.233 0.756
C -3.497 0.831 6.158
C -1.618 -0.120 -3.037
C -3.281 -1.769 -3.477
C -2.591 0.820 -2.746
C -2.787 0.736 7.313
C 0.196 4.043 2.193
C 2.697 0.228 1.402
C -0.207 0.594 4.370
C 4.389 -0.218 3.079
C 3.089 0.270 -0.862
C 6.139 -0.106 -4.026
C 3.893 -3.638 0.833
C 3.475 -0.109 4.068
C -3.790 2.512 0.505
C 7.318 -0.105 -3.348
C 2.099 0.203 3.779
C -0.457 0.824 3.001
C -4.285 -0.843 -3.190
C 0.043 -5.250 -1.684
C 0.233 1.252 -4.429
C -5.187 0.556 0.803
C 1.083 0.316 4.748
C 5.359 -0.048 -1.838
C 4.915 -0.141 0.617
C 2.544 -4.121 0.351
C -1.339 0.677 5.309
C -3.924 0.452 -2.830
C -1.943 -1.420 -3.395
H -3.711 3.584 0.388
H -4.129 -1.312 0.830
H 0.131 -5.904 -0.812
H 4.501 -4.484 1.163
H 8.320 -0.133 -3.747
H 6.068 -0.139 -5.104
H -2.043 -5.636 -2.053
H 3.764 -0.253 5.103
H -3.049 0.850 3.994
H -3.553 -2.784 -3.744
H 1.331 3.561 -0.883
H -5.945 -1.899 -4.072
H 5.959 -0.361 0.808
H -0.576 1.978 -4.478
H -1.357 6.222 0.582
H 3.991 -0.110 -3.504
H -4.573 0.921 6.122
H -1.159 -2.149 -3.581
H -0.928 -6.726 -2.903
H -6.392 -0.390 -3.260
H 4.419 -3.119 0.028
H -2.473 5.331 -0.458
H 0.174 0.537 -5.250
H -1.438 1.099 2.640
H 0.041 4.368 -1.772
H 0.986 -5.273 -2.229
H -0.412 3.689 3.033
H 2.101 -4.823 1.061
H -6.167 0.113 0.929
H 1.327 0.173 5.795
H -5.916 2.572 0.679
H 3.763 -2.951 1.673
H 1.138 3.487 2.194
H -4.690 1.175 -2.577
H 5.422 -0.448 3.310
H -1.139 -5.056 -3.462
H 0.436 5.096 2.379
H -3.152 0.735 8.328
H 2.676 0.378 -1.854
H 2.651 -4.622 -0.612
H -5.982 -1.819 -2.313
H 0.990 5.267 -0.571
H -1.917 -0.308 0.508
H -2.303 1.816 -2.429
H 1.204 1.749 -4.425
H -2.655 5.267 1.306

***

Record 5
Computed, not measured: the molecule C6H10N2O3S in a non-equilibrium geometry, with ωB97M-V with the def2-TZVPD basis set.

Values from the calculation:
LUMO (spin up / spin down)	-1.665 / -1.666	eV
strongest force on any atom	3.74	eV/Å
charge	0
HOMO-LUMO gap (spin up / spin down)	7.698 / 7.697	eV
electronic energy	-26338.687	eV

Positions of all 22 atoms, in Å:
S -3.177 1.812 2.488
O -3.871 0.880 3.314
O -2.161 2.627 3.115
O -3.925 2.442 1.430
N -2.104 0.785 1.478
N -0.531 0.539 -0.131
C -1.393 -1.331 0.944
C -1.284 2.798 0.403
C -0.578 -0.840 0.056
C -1.340 1.333 0.626
C 1.777 -1.629 -0.144
C 0.389 -1.642 -0.784
H 0.030 -2.667 -0.868
H 2.161 -0.616 -0.055
H -1.197 3.268 1.384
H 0.430 -1.207 -1.785
H -0.476 3.093 -0.261
H 2.470 -2.208 -0.750
H -1.882 -2.064 1.520
H 0.099 0.940 -0.810
H 1.736 -2.069 0.850
H -2.251 3.114 0.011

***

Record 6
Computed, not measured: the molecule C5H4 in a non-equilibrium geometry, with ωB97M-V with the def2-TZVPD basis set.

Values from the calculation:
LUMO	0.977	eV
strongest force on any atom	1.81	eV/Å
charge	0
HOMO-LUMO gap	10.246	eV
SMILES	C#CC#CC
electronic energy	-5246.185	eV

Positions of all 9 atoms, in Å:
C -1.988 -0.073 -0.025
C 2.063 0.021 0.027
C -3.200 0.019 0.014
C -0.595 -0.088 -0.091
C 0.619 -0.063 -0.032
H -4.251 0.119 0.088
H 2.488 -0.556 -0.787
H 2.390 1.037 -0.121
H 2.474 -0.415 0.926

***

Energy above the lowest of the compared OMol25 structures with the same formula, charge and spin (kJ/mol)
130.91; 0.00; 0.00; 0.00; 256.20; 0.98